1.
DFT (ωB97M-V with the def2-TZVPD basis set) results for a 9-piece molecular cluster, C40H69ClF8IN4O39S8 overall.

Each line ends with the Löwdin charge.
Geometry (Å):
C -3.96 -0.43 4.97  -0.087
C -3.79 0.15 3.57  -0.223
C -3.84 -0.91 2.46  -0.209
N -2.46 -1.18 2.04  0.017
C -2.22 -2.36 1.21  -0.315
N -0.75 -2.54 1.20  0.067
C -0.32 -3.89 1.71  -0.111
C 0.73 -3.81 2.84  -0.216
O 0.67 -2.57 3.53  -0.042
C -0.37 -2.09 -0.03  -0.289
N 0.84 -2.13 -0.53  0.012
C 2.02 -2.64 0.19  -0.068
C 3.27 -2.68 -0.69  -0.785
O 3.35 -3.28 -1.70  0.130
Cl 4.61 -1.78 -0.01  0.747
O 1.04 -1.70 -1.81  -0.037
C 1.43 -0.30 -1.93  -0.094
C 2.70 -0.21 -2.78  -0.192
O 2.68 0.92 -3.62  -0.145
C 2.56 2.17 -2.94  -0.252
C 3.13 3.27 -3.82  -0.045
N -1.39 -1.52 -0.80  -0.009
C -1.54 -0.04 -0.65  -0.094
C -1.84 0.66 -1.99  -0.159
O -1.05 1.84 -2.11  -0.116
C -1.52 2.87 -1.28  -0.080
C -0.48 3.35 -0.26  -0.417
F 0.46 2.41 -0.03  0.125
F 0.17 4.44 -0.71  0.145
C -1.13 3.69 1.10  -0.366
F -1.51 2.56 1.71  0.163
F -0.18 4.25 1.90  0.136
C -2.32 4.68 1.04  -0.387
F -2.14 5.56 0.05  0.173
F -3.43 3.96 0.78  0.145
C -2.56 5.44 2.35  -0.304
F -2.95 4.56 3.29  0.112
F -3.56 6.31 2.13  0.126
C -2.58 -2.23 -0.27  -0.621
I -2.35 -4.25 -1.15  1.123
C -3.94 -1.74 -0.73  -0.195
C -5.12 -2.53 -0.13  -0.104
C -6.10 -3.05 -1.16  -0.505
O -7.23 -2.68 -1.21  0.154
O -5.64 -4.02 -2.01  0.019
H -4.95 -0.87 5.09  0.083
H -3.78 0.34 5.71  0.029
H -3.19 -1.19 5.12  0.086
H -4.50 0.96 3.37  0.112
H -2.80 0.62 3.51  0.091
H -4.36 -1.81 2.80  0.126
H -4.39 -0.49 1.62  0.095
H -1.95 -1.38 2.90  0.124
H -2.79 -3.20 1.63  0.134
H 0.03 -4.49 0.87  0.096
H -1.19 -4.38 2.15  0.098
H 0.47 -4.56 3.59  0.129
H 1.74 -4.03 2.49  0.107
H 1.33 -1.96 3.21  0.080
H 2.20 -2.03 1.07  0.112
H 1.84 -3.68 0.45  0.121
H 0.64 0.21 -2.47  0.114
H 1.55 0.16 -0.94  0.132
H 2.73 -1.07 -3.45  0.143
H 3.59 -0.15 -2.14  0.099
H 1.50 2.37 -2.73  0.099
H 3.06 2.13 -1.96  0.128
H 3.07 2.98 -4.87  0.092
H 4.15 3.52 -3.53  0.044
H 2.53 4.17 -3.69  0.077
H -2.29 0.19 0.10  0.107
H -0.60 0.38 -0.29  0.117
H -1.63 -0.01 -2.82  0.137
H -2.89 0.94 -2.06  0.128
H -2.44 2.61 -0.76  0.130
H -1.75 3.74 -1.91  0.158
H -1.68 6.00 2.69  0.174
H -4.07 -0.68 -0.53  0.110
H -3.96 -1.83 -1.82  0.111
H -4.76 -3.36 0.49  0.110
H -5.72 -1.86 0.47  0.119
H -5.39 -3.65 -2.86  0.117
C -8.80 -5.68 -1.55  -0.154
C -8.13 -6.90 -2.13  -0.153
O -8.00 -7.77 -1.00  -0.185
S -9.23 -7.57 0.00  0.596
O -10.19 -8.59 -0.21  -0.203
O -8.68 -7.30 1.28  -0.232
O -9.76 -6.19 -0.61  -0.177
H -8.09 -5.06 -0.99  0.108
H -9.29 -5.07 -2.30  0.141
H -7.14 -6.69 -2.53  0.130
H -8.75 -7.38 -2.89  0.136
C 6.58 6.80 -4.39  -0.139
C 8.06 6.50 -4.50  -0.141
O 8.12 5.06 -4.40  -0.175
S 6.84 4.42 -5.08  0.588
O 7.13 4.00 -6.40  -0.204
O 6.26 3.49 -4.16  -0.249
O 5.95 5.74 -5.14  -0.184
H 6.23 6.75 -3.36  0.136
H 6.31 7.76 -4.82  0.140
H 8.64 6.95 -3.70  0.103
H 8.46 6.80 -5.46  0.143
C -6.07 -7.34 3.50  -0.142
C -5.06 -8.14 4.29  -0.136
O -3.89 -8.13 3.44  -0.179
S -3.80 -6.76 2.64  0.566
O -2.92 -5.86 3.30  -0.243
O -3.62 -7.05 1.26  -0.242
O -5.29 -6.28 2.90  -0.190
H -6.53 -7.92 2.71  0.123
H -6.85 -6.90 4.13  0.143
H -5.37 -9.16 4.48  0.140
H -4.80 -7.65 5.23  0.136
C 12.72 7.51 -1.65  -0.147
C 12.70 9.00 -1.36  -0.148
O 12.03 9.57 -2.50  -0.180
S 10.93 8.55 -3.04  0.576
O 9.66 8.90 -2.52  -0.230
O 11.12 8.38 -4.44  -0.210
O 11.45 7.26 -2.27  -0.190
H 13.51 7.26 -2.37  0.137
H 12.83 6.90 -0.76  0.137
H 13.69 9.43 -1.27  0.138
H 12.11 9.22 -0.47  0.135
C 5.72 -0.28 -4.65  -0.156
C 6.95 0.49 -5.07  -0.155
O 7.94 -0.53 -5.27  -0.182
S 7.24 -1.86 -5.82  0.594
O 7.36 -1.91 -7.24  -0.208
O 7.65 -2.95 -5.01  -0.222
O 5.74 -1.46 -5.46  -0.223
H 5.77 -0.58 -3.60  0.130
H 4.79 0.27 -4.83  0.125
H 7.29 1.19 -4.32  0.118
H 6.80 1.02 -6.01  0.135
C 1.34 -4.25 -6.68  -0.169
C 1.31 -4.13 -8.19  -0.162
O 2.25 -3.10 -8.47  -0.183
S 3.46 -3.14 -7.42  0.603
O 4.54 -3.86 -7.96  -0.195
O 3.63 -1.84 -6.87  -0.214
O 2.72 -4.08 -6.34  -0.188
H 0.76 -3.45 -6.20  0.129
H 1.00 -5.22 -6.32  0.133
H 0.33 -3.85 -8.57  0.134
H 1.64 -5.05 -8.67  0.136
C -6.02 2.78 10.02  -0.147
C -4.52 2.74 9.86  -0.159
O -4.24 1.35 9.60  -0.187
S -5.44 0.70 8.78  0.600
O -5.12 0.69 7.40  -0.240
O -5.84 -0.49 9.44  -0.209
O -6.51 1.85 9.04  -0.180
H -6.33 2.43 11.01  0.134
H -6.44 3.77 9.83  0.136
H -3.98 3.06 10.75  0.138
H -4.18 3.32 9.00  0.109
C 0.04 3.79 6.54  -0.146
C -0.60 3.41 5.22  -0.166
O -1.32 2.21 5.51  -0.190
S -1.88 2.26 7.01  0.590
O -3.23 2.70 7.01  -0.220
O -1.50 1.07 7.67  -0.194
O -0.97 3.48 7.51  -0.179
H 0.93 3.19 6.74  0.136
H 0.29 4.85 6.60  0.138
H 0.12 3.22 4.43  0.130
H -1.31 4.17 4.88  0.114

Computed properties:
Gap between HOMO and LUMO (Eh): 0.3302
Energy above the lowest of the compared OMol25 structures with the same formula, charge and spin (kcal per mole): 0.0
Total charge: +1
HOMO level (eV): -11.67
Total energy (eV): -257439.833
Maximum force (eV/A): 2.25
E_LUMO (eV): -2.6841

***

2.
DFT (ωB97M-V with the def2-TZVPD basis set) results for C50H42Cl5NP2ReTe2 as an isolated structure.

Each line ends with the Löwdin charge.
Geometry (Å):
Re 0.06 0.13 0.56  0.735
C -2.92 -0.67 1.71  -0.230
P -1.80 0.75 1.91  0.884
C -2.76 2.24 2.01  -0.386
C -2.79 3.07 0.86  -0.127
C -3.62 4.19 0.85  -0.067
C -4.45 4.43 1.93  -0.057
C -4.44 3.60 3.05  -0.047
C -3.61 2.48 3.08  -0.072
C -0.95 0.68 3.53  -0.364
C -0.89 -0.47 4.33  -0.069
C -0.03 -0.47 5.41  -0.054
C 0.82 0.64 5.66  -0.047
C 0.64 1.78 4.90  -0.076
C -0.27 1.83 3.87  -0.114
C -2.23 -1.86 1.12  -0.373
C -2.56 -3.19 0.96  -0.065
C -1.42 -3.82 0.40  -0.095
C -0.45 -2.84 0.37  -0.480
C 1.01 -3.08 0.04  -0.230
P 1.87 -1.48 0.31  0.949
C 2.86 -1.65 1.84  -0.349
C 3.88 -0.70 2.11  -0.063
C 4.64 -0.76 3.33  -0.056
C 4.30 -1.70 4.24  -0.104
C 3.36 -2.67 3.98  -0.056
C 2.59 -2.65 2.79  -0.069
C 3.20 -1.41 -1.01  -0.349
C 3.31 -0.29 -1.81  -0.109
C 4.11 -0.30 -2.99  -0.043
C 4.80 -1.48 -3.30  -0.086
C 4.78 -2.52 -2.44  -0.069
C 3.95 -2.55 -1.26  -0.052
N -0.92 -1.62 0.74  -0.222
H -3.65 -0.37 0.96  0.072
H -3.39 -0.92 2.64  0.105
H -2.14 2.80 0.00  0.026
H -3.73 4.85 -0.02  0.118
H -5.13 5.23 1.87  0.101
H -5.00 3.87 3.97  0.131
H -3.51 1.79 3.92  0.122
H -1.29 -1.39 3.95  0.100
H 0.03 -1.37 6.01  0.111
H 1.48 0.63 6.55  0.123
H 1.27 2.64 5.14  0.120
H -0.34 2.77 3.37  0.099
H -3.41 -3.74 1.21  0.096
H -1.26 -4.84 0.26  0.103
H 1.07 -3.18 -1.05  0.081
H 1.42 -3.80 0.68  0.072
H 4.15 0.06 1.39  0.086
H 5.50 -0.06 3.43  0.123
H 4.87 -1.83 5.19  0.132
H 3.01 -3.46 4.64  0.110
H 1.90 -3.39 2.65  0.065
H 2.79 0.61 -1.57  0.032
H 4.19 0.57 -3.60  0.099
H 5.34 -1.50 -4.30  0.140
H 5.26 -3.44 -2.68  0.103
H 4.03 -3.41 -0.64  0.105
Cl -3.15 0.71 -2.10  0.720
C -4.18 -0.63 -1.72  -0.710
C -3.75 -1.99 -1.82  -0.450
C -4.59 -3.06 -1.40  -0.726
Cl -4.15 -4.67 -1.51  0.825
C -5.90 -2.73 -1.10  -0.701
Cl -7.03 -4.00 -0.89  0.760
C -6.30 -1.42 -0.90  -0.703
Cl -7.93 -1.12 -0.56  0.781
C -5.45 -0.36 -1.19  -0.754
Cl -5.91 1.22 -0.92  0.787
C -1.31 -4.03 -3.03  -0.332
Te -1.77 -2.07 -2.44  1.708
C -2.11 -1.42 -4.45  -0.284
H -2.05 -4.36 -3.73  0.013
H -1.25 -4.71 -2.19  -0.002
H -0.30 -3.94 -3.54  0.066
H -1.66 -2.16 -5.04  -0.012
H -1.52 -0.49 -4.72  0.027
H -3.21 -1.26 -4.59  0.058
Te 0.71 2.73 -0.11  1.359
C 0.02 2.64 -2.11  -0.533
C -0.71 3.71 -2.71  -0.101
C -0.95 3.67 -4.06  -0.073
C -0.49 2.62 -4.83  -0.062
C 0.23 1.59 -4.26  -0.096
C 0.44 1.59 -2.89  -0.203
C 2.84 2.99 -0.50  -0.515
C 3.34 3.12 -1.77  -0.116
C 4.77 3.24 -2.04  -0.042
C 5.54 3.09 -0.93  -0.078
C 4.97 2.97 0.35  -0.051
C 3.59 2.88 0.59  -0.181
H -1.07 4.65 -2.21  0.127
H -1.34 4.49 -4.54  0.089
H -0.58 2.64 -5.94  0.132
H 0.55 0.76 -4.91  0.120
H 0.98 0.77 -2.47  0.051
H 2.67 3.12 -2.65  0.103
H 5.17 3.59 -2.99  0.117
H 6.64 3.13 -0.99  0.121
H 5.54 2.93 1.27  0.108
H 3.13 2.83 1.56  0.092

Computed properties:
Gap between HOMO and LUMO (spin up / spin down) (Eh): 0.2787 / 0.2422
Energy above the lowest of the compared OMol25 structures with the same formula, charge and spin (kcal per mole): 0.0
Total charge: +2
HOMO level (spin up / spin down) (eV): -12.65 / -12.37
Total energy (eV): -151910.760
Maximum force (eV/A): 3.99
E_LUMO (spin up / spin down) (eV): -5.0705 / -5.7805
Multiplicity: 4

***

3.
DFT (ωB97M-V with the def2-TZVPD basis set) results for C24H46CdCl2N3O7SSi as an isolated structure.

Each line ends with the Löwdin charge.
Geometry (Å):
C 4.02 -0.01 -0.47  -0.072
C 3.40 1.18 0.15  -0.235
H 4.96 0.21 -0.97  0.059
H 3.31 -0.39 -1.22  -0.024
H 4.12 -0.80 0.28  0.093
C 3.99 2.38 0.22  -0.134
C 5.29 2.73 -0.42  -0.119
H 3.58 3.19 0.83  0.101
H 5.65 1.97 -1.13  0.055
H 6.07 2.92 0.32  0.069
H 5.16 3.65 -1.00  0.062
Cd -0.68 -0.57 -0.90  1.303
Cl -0.72 -1.16 -3.30  -0.042
C -1.62 1.43 1.64  -0.338
O -1.97 1.18 0.47  -0.069
N -2.33 2.12 2.54  -0.164
C -3.44 2.91 2.05  -0.051
C -2.00 2.21 3.96  -0.034
H -0.64 1.12 2.02  0.096
H -3.74 2.50 1.08  0.087
H -3.17 3.97 1.92  0.089
H -4.26 2.84 2.77  0.076
H -1.46 1.31 4.27  0.094
H -2.95 2.29 4.51  0.080
H -1.39 3.10 4.20  0.073
H -6.18 -3.01 0.29  0.080
H -5.15 -4.85 0.93  0.083
C -5.40 -2.54 -0.31  -0.041
C -4.31 -4.69 0.25  -0.050
N -4.19 -3.26 0.00  -0.187
H -5.29 -1.48 -0.06  0.099
C -2.99 -2.73 -0.28  -0.316
O -2.81 -1.64 -0.86  -0.101
H -3.36 -5.03 0.69  0.088
H -2.17 -3.38 0.07  0.103
H -5.67 -2.62 -1.38  0.097
H -4.48 -5.27 -0.67  0.094
H 2.17 1.74 -2.78  0.088
H 2.11 4.14 -1.45  0.083
C 1.32 2.15 -3.33  -0.044
C 1.27 4.31 -2.15  -0.073
N 0.59 3.07 -2.47  -0.190
H 0.69 1.34 -3.72  0.055
C -0.63 2.81 -1.95  -0.356
O -1.27 1.77 -2.11  -0.096
H 0.54 5.00 -1.70  0.083
H -1.05 3.69 -1.41  0.133
H 1.72 2.76 -4.16  0.078
H 1.66 4.75 -3.06  0.080
O 1.17 0.82 -0.45  -0.310
C 1.96 0.95 0.64  -0.445
C 0.88 3.23 1.17  -0.048
C 1.49 2.07 1.64  -0.182
H 0.58 3.26 0.11  0.084
C 0.69 4.31 2.04  -0.087
H 1.98 0.02 1.24  0.118
C 1.80 1.95 3.00  -0.053
H 0.25 5.25 1.68  0.096
C 1.05 4.19 3.39  -0.139
C 1.60 3.01 3.87  -0.111
H 2.25 1.03 3.37  0.114
H 0.93 5.02 4.09  0.092
H 1.87 2.89 4.92  0.102
Si 0.70 -3.53 -2.96  0.055
Cl 1.88 -2.04 -2.07  0.321
C -0.09 -3.56 -4.72  -0.322
C -0.04 -4.31 -1.43  -0.235
C 1.87 -4.94 -3.61  -0.268
H -1.13 -3.18 -4.76  -0.023
H -0.08 -4.59 -5.14  0.020
H 0.58 -2.94 -5.33  0.029
H 2.41 -4.64 -4.52  0.019
H 1.25 -5.82 -3.89  0.023
H 2.61 -5.28 -2.87  0.009
H -0.19 -3.57 -0.63  -0.031
H 0.69 -5.04 -1.03  0.037
H -0.97 -4.85 -1.63  0.027
C -0.41 -3.15 3.18  -0.154
S -0.68 -1.63 2.28  0.424
O -2.08 -1.28 2.46  -0.337
O 0.28 -0.67 2.86  -0.357
O -0.30 -1.99 0.86  -0.488
H -1.07 -3.93 2.79  0.053
H -0.64 -2.97 4.24  0.062
H 0.64 -3.42 3.05  0.063

Computed properties:
Gap between HOMO and LUMO (Eh): 0.2626
Energy above the lowest of the compared OMol25 structures with the same formula, charge and spin (kcal per mole): 42.3
Total charge: -1
HOMO level (eV): -4.76
Total energy (eV): -92764.275
Maximum force (eV/A): 2.14
E_LUMO (eV): 2.3890

***

4.
DFT (ωB97M-V with the def2-TZVPD basis set) results for C18H20N6O2S as an isolated structure.

Each line ends with the Löwdin charge.
Geometry (Å):
S 3.62 -3.01 -0.65  0.628
N 0.00 0.01 0.61  0.231
N 0.30 4.93 -1.05  0.123
N 2.20 -0.22 -0.06  0.204
O -4.12 -3.21 1.35  -0.075
O -3.02 -5.71 1.18  -0.065
C 2.00 -2.72 -0.44  -0.756
C 0.24 -1.21 0.31  -0.233
C 0.87 6.12 -1.11  -0.351
C 1.26 0.50 0.42  -0.416
C 2.28 6.07 -0.83  -0.034
C 2.54 4.84 -0.81  -0.378
C -2.03 -2.24 0.64  0.085
C -0.88 -4.76 0.34  0.069
C -2.83 -3.34 0.90  -0.253
C -2.23 -4.62 0.80  -0.116
C -0.65 -2.42 0.31  -0.066
C -0.14 -3.65 0.01  -0.178
N 1.52 -1.40 -0.12  -0.034
N 1.25 -3.83 -0.34  0.063
N 1.35 4.08 -0.82  -0.079
C -4.99 -3.37 0.22  -0.056
C -2.59 -6.57 2.07  -0.150
C 0.11 7.37 -1.32  -0.051
C 3.91 4.47 -0.66  -0.049
C 1.51 1.95 0.55  -0.112
C 1.39 2.58 -0.85  -0.121
H 2.97 6.93 -0.91  0.137
H -2.42 -1.17 0.68  0.163
H -0.46 -5.73 0.12  0.124
H 1.70 -4.76 -0.39  0.145
H -5.91 -2.92 0.42  0.068
H -5.07 -4.45 0.04  0.092
H -4.54 -2.97 -0.76  0.125
H -1.65 -7.03 1.84  0.081
H -3.31 -7.35 2.09  0.100
H -2.42 -6.21 3.05  0.090
H -0.72 7.50 -0.60  0.081
H -0.36 7.32 -2.26  0.056
H 0.80 8.24 -1.18  0.090
H 4.36 4.97 0.23  0.104
H 4.49 4.79 -1.55  0.092
H 4.06 3.31 -0.72  0.111
H 0.65 2.37 1.18  0.151
H 2.43 2.08 1.00  0.086
H 0.42 2.28 -1.29  0.117
H 2.10 2.13 -1.67  0.153

Computed properties:
Gap between HOMO and LUMO (Eh): 0.3068
Energy above the lowest of the compared OMol25 structures with the same formula, charge and spin (kcal per mole): 92.4
HOMO level (eV): -8.49
Total energy (eV): -42857.551
Maximum force (eV/A): 7.59
E_LUMO (eV): -0.1469